1.
C27H22CdCl2IN3OS4 as an isolated structure in a non-equilibrium geometry, computed with wB97M-V/def2-TZVPD.

## Properties
E_tot = -4259.85535 Ha

```
! RIJCOSX wB97M-V def2-TZVPD def2/J DEFGRID3
* xyz -2 1
Cd -1.2997 1.6588 0.0964
S -3.1302 2.0415 -1.5180
C -2.0819 2.7933 -2.7209
C -2.3258 4.1105 -3.1285
C -1.5560 4.7253 -4.1004
C -0.5105 4.0371 -4.7019
C -0.2512 2.7325 -4.3137
C -1.0097 2.1057 -3.3277
S -0.5918 0.4397 -2.8435
C 0.9708 0.7825 -1.9673
C 1.1482 -0.1876 -0.7938
C 2.6214 -0.2586 -0.4410
C 2.9748 -0.6531 0.7935
C 1.9776 -0.7865 1.8069
C 0.7448 -0.2435 1.5407
C -0.2527 -0.1496 2.6642
S -1.0565 1.4753 2.8038
C 0.3849 2.5161 2.9572
C 1.2066 2.2886 4.0595
C 2.3520 3.0320 4.2676
C 2.6692 4.0349 3.3560
C 1.8516 4.2736 2.2713
C 0.6811 3.5292 2.0276
S -0.2979 3.9559 0.6433
N 0.3784 0.2435 0.3489
H -3.1332 4.6483 -2.6484
H -1.7684 5.7501 -4.3844
H 0.0975 4.5110 -5.4635
H 0.5563 2.1756 -4.7745
H 0.9463 1.8082 -1.5944
H 1.8129 0.6794 -2.6504
H 3.3406 -0.1030 -1.2349
H 4.0185 -0.8259 1.0364
H 2.2138 -1.1467 2.7991
H 0.2160 -0.4032 3.6129
H -1.0760 -0.8486 2.4863
H 0.9370 1.5080 4.7614
H 2.9874 2.8307 5.1209
H 3.5652 4.6303 3.4909
H 2.1042 5.0488 1.5590
N -2.9463 -2.7552 1.3297
C -2.3728 -3.0299 -1.4180
O -2.2834 -0.9583 -0.1004
C -3.2163 -3.9939 -1.7223
I -3.4828 -6.2960 1.1463
H -2.7475 -2.2492 2.1807
H -3.1920 -3.7549 1.3670
H -3.2751 -4.3336 -2.7491
H -3.8273 -4.4900 -0.9757
Cl 2.0446 -3.9340 -2.6691
C 1.1907 -3.8898 -1.1534
C 1.2448 -4.9515 -0.3257
C 0.5151 -4.9732 0.9133
C -0.3959 -4.0112 1.1601
C -0.4667 -2.8607 0.3020
Cl -2.0301 -2.3776 -0.0354
C 0.5471 -2.6189 -0.7622
N 0.9200 -1.5460 -1.3386
H 1.8367 -5.8115 -0.6118
H 0.6084 -5.8161 1.5828
H -1.0870 -4.1086 1.9829
*
```

natural (NBO) atomic charge list, values in e, 2 entries: 1.483 -0.486

=====

2.
An isolated molecule of CHF3OS2 in a non-equilibrium geometry, computed with wB97M-V/def2-TZVPD.

## Properties
E_tot = -1209.83093 Ha

```
! RIJCOSX wB97M-V def2-TZVPD def2/J DEFGRID3
* xyz 0 1
C -0.8893 0.1761 0.0032
O 0.9751 -1.2267 0.9818
F -1.3151 0.4254 1.2635
F -1.4993 -0.9428 -0.4721
F -1.2879 1.1915 -0.8297
S 2.0705 1.4283 0.2610
S 0.9689 -0.1310 0.0844
H 0.9771 -0.9208 -1.2922
*
```

natural (NBO) atomic charge list, values in e, 2 entries: 0.766 -0.917

=====

3.
A 2-piece molecular cluster, C17H29F9N2O3PS overall in a non-equilibrium geometry, computed with wB97M-V/def2-TZVPD.

## Properties
E_tot = -2638.35013 Ha

```
! RIJCOSX wB97M-V def2-TZVPD def2/J DEFGRID3
* xyz 1 1
C 1.9846 -1.3321 4.4402
C 2.4185 -0.6922 3.0171
C 3.0833 -1.8875 2.1702
C 1.0458 -0.2185 2.3173
C 1.2615 0.6691 1.0093
C 0.9352 2.2254 1.1784
O -0.1041 2.5274 2.1209
C -1.3762 2.3851 1.5509
O -1.6265 2.2898 0.3441
C -2.5907 2.3201 2.5999
C -2.7234 0.9114 3.3174
C -3.7679 -0.0916 2.6016
F -4.5194 -0.6227 3.6864
F -4.6857 0.5850 1.8000
C -2.8892 -1.1841 1.8567
F -2.3239 -1.9844 2.8722
F -1.7734 -0.6430 1.1804
S -3.7709 -2.3076 0.6435
F -4.0767 -1.0880 -0.4271
F -2.3128 -2.5700 -0.1596
F -3.3747 -3.6357 1.5876
F -5.2285 -2.1887 1.3923
F -4.4680 -3.3463 -0.4410
P 2.5241 3.0560 1.8670
O 2.2128 4.0180 3.0416
H 1.7215 -2.4336 4.3564
H 2.8535 -1.2491 5.1794
H 1.1100 -0.7899 4.9163
H 3.1477 0.1596 3.1676
H 2.6197 -2.8865 2.4843
H 4.1990 -1.9756 2.3957
H 2.8792 -1.7557 1.0541
H 0.4152 0.2602 3.1242
H 0.5439 -1.1896 1.9704
H 2.3818 0.6031 0.7560
H 0.7057 0.2770 0.0935
H 0.7937 2.6680 0.1461
H -2.2947 3.0705 3.4167
H -3.5331 2.7322 2.1374
H -1.7002 0.4120 3.4233
H -3.0597 1.1130 4.3908
H 3.5119 2.0744 2.2036
H 3.0515 3.8848 0.8074
C -1.2295 -0.4854 -3.1574
C 0.2647 -0.6074 -2.9371
N 1.0790 -0.2741 -4.1152
C 2.4613 -0.2437 -4.1207
C 2.8479 0.0567 -5.3880
N 1.6954 0.2075 -6.1279
C 0.6361 0.0209 -5.3377
C 1.6153 0.5148 -7.5540
H -1.5652 -1.1463 -3.9608
H -1.7674 -0.7593 -2.2487
H -1.5044 0.5389 -3.4214
H 0.5122 -1.6332 -2.6510
H 0.5716 0.0545 -2.1241
H 2.9968 -0.4506 -3.2106
H 3.8057 0.1782 -5.8623
H -0.3943 0.0896 -5.6518
H 1.0907 1.4615 -7.6853
H 1.0685 -0.2831 -8.0576
H 2.6151 0.5908 -7.9785
*
```

natural (NBO) atomic charge list, values in e, 2 entries: -0.622 -0.214

=====

4.
A 6-piece molecular cluster, C12H28N4O12S2 overall in a non-equilibrium geometry, computed with wB97M-V/def2-TZVPD.

## Properties
E_tot = -2392.24296 Ha

```
! RIJCOSX wB97M-V def2-TZVPD def2/J DEFGRID3
* xyz 0 1
O -2.2772 24.4560 9.6183
C -2.1226 23.4080 10.2243
N -1.3332 23.4547 11.2992
C -2.6852 22.1262 9.7075
H -0.9621 24.3081 11.6917
H -1.2066 22.5595 11.7495
H -2.7000 21.3889 10.5102
H -2.0598 21.6995 8.9234
H -3.7124 22.2202 9.3553
O -2.8997 12.8706 23.3054
C -1.9921 13.3401 22.6387
N -1.3476 14.4641 23.0324
C -1.5989 12.6069 21.3678
H -1.6555 14.7529 23.9499
H -0.6969 14.9368 22.4215
H -0.5322 12.7968 21.2482
H -1.9290 12.9537 20.3886
H -1.7039 11.5269 21.2641
O 7.5514 23.1046 19.6519
C 7.6760 23.6297 20.7320
N 6.9158 24.6391 21.0934
C 8.8052 23.2482 21.6516
H 6.3645 25.1382 20.4099
H 7.1252 25.0642 21.9853
H 9.0216 22.1907 21.8029
H 8.6105 23.6665 22.6392
H 9.7264 23.7063 21.2916
O 1.3124 19.6756 20.1992
C 1.6623 20.8205 20.2136
N 1.8232 21.4993 21.3025
C 1.5918 21.6652 18.9232
H 1.9522 22.4971 21.2144
H 1.6660 20.9995 22.1660
H 0.6026 22.1033 18.7904
H 1.7943 21.0432 18.0512
H 2.3030 22.4905 18.8882
C -3.1080 24.2110 23.8151
C -3.5559 23.1212 24.7864
O -2.6008 23.1189 25.8604
S -1.7745 24.6093 25.9214
O -0.3847 24.4179 26.3210
O -2.4806 25.7617 26.4970
O -1.8832 24.7215 24.2407
H -3.7752 25.0721 23.7772
H -2.8324 23.8579 22.8214
H -3.5521 22.1173 24.3618
H -4.5740 23.4210 25.0349
C 6.4560 19.2373 27.7664
C 6.9820 18.4827 28.9190
O 7.4003 19.4769 29.8760
S 6.3584 20.7883 29.8516
O 7.0538 22.1088 29.7043
O 5.4573 20.5692 30.9852
O 5.6525 20.2148 28.4339
H 5.9807 18.4924 27.1282
H 7.2681 19.7809 27.2837
H 7.8276 17.8588 28.6295
H 6.1730 17.8551 29.2929
*
```

natural (NBO) atomic charge list, values in e, 2 entries: -0.628 0.651

=====

5.
An isolated molecule of C17H24ClNO7, computed with wB97M-V/def2-TZVPD.

## Properties
E_tot = -1703.84365 Ha

```
! RIJCOSX wB97M-V def2-TZVPD def2/J DEFGRID3
* xyz 0 1
C -4.4307 -1.7296 1.6945
C -3.8346 -1.2029 0.4123
O -4.2300 -1.5263 -0.6933
N -2.8216 -0.3301 0.5933
H -2.4218 -0.1968 1.5093
C -2.1144 0.3388 -0.4826
C -1.1741 -0.6172 -1.2366
O -1.8835 -1.4664 -2.1051
H -2.7838 -1.6165 -1.7527
H -0.6051 -1.2015 -0.4968
C -0.1825 0.1565 -2.1323
O -0.8287 0.6206 -3.2870
H -1.4704 -0.0703 -3.5200
C 0.4539 1.3234 -1.3720
C 1.2858 2.2226 -2.2986
O 2.3240 1.5241 -2.9301
H 1.9345 0.9482 -3.5976
H 1.7537 3.0074 -1.7008
H 0.6060 2.6830 -3.0223
H 1.0965 0.8947 -0.5923
O -0.5272 2.1656 -0.7789
C -1.3391 1.5157 0.1370
O -0.6250 1.0085 1.2409
C 0.0814 2.0017 1.9699
C 1.1175 1.3315 2.8761
O 2.1911 0.7908 2.1484
C 2.0314 -0.3800 1.4495
C 1.0946 -1.3572 1.7635
C 1.0138 -2.5264 1.0277
C 1.8808 -2.7232 -0.0321
C 2.8258 -1.7630 -0.3494
C 2.9189 -0.5886 0.3809
C 3.9400 0.4399 0.0012
H 3.6981 0.8601 -0.9753
H 4.9254 -0.0163 -0.0656
H 3.9675 1.2383 0.7353
H 3.4981 -1.9219 -1.1782
Cl 1.7758 -4.1707 -0.9715
H 0.2823 -3.2784 1.2787
H 0.4064 -1.2180 2.5812
H 1.5667 2.0987 3.5124
H 0.6326 0.5855 3.5133
H 0.5891 2.6784 1.2740
H -0.6249 2.5834 2.5802
H -2.0483 2.2903 0.4802
H 0.6172 -0.5532 -2.4083
H -2.8434 0.7384 -1.1991
H -3.7050 -2.3628 2.2009
H -4.7021 -0.9099 2.3550
H -5.3126 -2.3192 1.4624
*
```

natural (NBO) atomic charge list, values in e, 2 entries: -0.708 0.698

=====

6.
A 9-piece molecular cluster, C25H52BrClF6O13S8 overall in a non-equilibrium geometry, computed with wB97M-V/def2-TZVPD.

## Properties
E_tot = -8780.51804 Ha

```
! RIJCOSX wB97M-V def2-TZVPD def2/J DEFGRID3
* xyz 0 1
O 4.4691 -6.1698 2.5827
C 4.3074 -5.2095 1.9863
O 5.3550 -4.6159 1.3604
C 4.9885 -3.5094 0.5671
Br 5.9398 -1.8752 0.9806
C 3.5615 -3.1937 1.0412
C 2.9704 -4.4124 1.7639
Cl 2.5381 -3.8492 3.4165
C 2.0328 -5.3205 1.0124
O 2.4269 -5.8217 0.0520
C 0.5524 -5.6033 1.4012
F 0.3174 -5.5214 2.6848
F 0.3329 -6.8712 1.0899
C -0.5141 -4.7893 0.6127
F -0.7370 -5.3711 -0.5393
F -1.6505 -4.8191 1.2772
C -0.2022 -3.2985 0.3288
F -1.3053 -2.7950 -0.2345
F 0.7445 -3.1516 -0.5858
C 0.0469 -2.4134 1.5562
O -0.2850 -2.6858 2.6248
O 0.6278 -1.2362 1.3067
H 4.9997 -3.7866 -0.4779
H 2.9430 -2.6886 0.3071
H 3.6649 -2.4703 1.8373
H 1.2920 -1.3162 0.6063
C 2.8961 -0.8773 -2.1217
S 4.3419 -0.9363 -3.1894
O 5.5300 -1.1600 -2.3029
C 4.3125 0.8051 -3.6136
H 2.7452 -1.8734 -1.7061
H 3.0668 -0.1612 -1.3138
H 2.0254 -0.5913 -2.7043
H 4.3734 1.4079 -2.7063
H 3.3947 1.0291 -4.1551
H 5.1675 1.0192 -4.2505
C -0.5621 -1.9871 -6.2625
S 0.0127 -1.8619 -4.5626
O 1.4939 -1.7497 -4.6004
C -0.3805 -3.5595 -4.1194
H -0.3730 -1.0351 -6.7548
H -0.0202 -2.7791 -6.7798
H -1.6326 -2.1935 -6.2699
H 0.1498 -4.2466 -4.7799
H -1.4566 -3.7145 -4.1975
H -0.0661 -3.7259 -3.0990
C -0.9184 -2.6121 6.7141
S -0.5847 -1.0914 5.8157
O 0.8866 -0.8892 5.8202
C -1.2807 0.0167 7.0507
H -0.5231 -3.4421 6.1314
H -0.4277 -2.5821 7.6873
H -1.9951 -2.7338 6.8359
H -0.7667 -0.1203 8.0024
H -2.3460 -0.1880 7.1626
H -1.1420 1.0395 6.7058
C -3.5827 -2.3902 1.9791
S -5.0948 -1.4535 2.2224
O -5.1966 -1.1470 3.6759
C -6.2253 -2.8085 1.8802
H -2.7424 -1.7302 2.1872
H -3.5547 -3.2397 2.6618
H -3.5261 -2.7343 0.9471
H -6.0366 -3.6301 2.5716
H -6.0913 -3.1414 0.8509
H -7.2420 -2.4450 2.0145
C 1.7228 2.8492 -6.1837
S 3.1568 2.8233 -7.2719
O 4.3507 2.6118 -6.4169
C 3.1071 4.5707 -7.6974
H 1.5913 1.8514 -5.7666
H 1.8862 3.5622 -5.3747
H 0.8361 3.1227 -6.7571
H 3.1805 5.1735 -6.7919
H 2.1783 4.7902 -8.2245
H 3.9524 4.7859 -8.3478
C -2.6527 1.6011 3.3711
S -3.3185 2.6994 2.1132
O -2.2319 3.6399 1.7208
C -4.4260 3.5959 3.2068
H -1.8972 0.9688 2.9063
H -2.1959 2.1882 4.1687
H -3.4550 0.9761 3.7696
H -3.8556 4.0560 4.0137
H -5.1688 2.9074 3.6108
H -4.9243 4.3706 2.6275
C -1.5236 7.0624 0.9532
S -1.6907 6.8272 2.7263
O -3.0496 7.2964 3.1077
C -0.5287 8.1167 3.2047
H -2.2044 6.3721 0.4589
H -1.7833 8.0883 0.6891
H -0.4989 6.8414 0.6527
H -0.8517 9.0770 2.8009
H 0.4650 7.8654 2.8330
H -0.5073 8.1676 4.2912
C -0.0117 2.9658 -1.0049
S -0.8126 1.9315 -2.2362
O 0.2581 1.1749 -2.9414
C -1.3181 3.2758 -3.3185
H 0.4148 2.3167 -0.2428
H 0.7813 3.5507 -1.4731
H -0.7502 3.6226 -0.5475
H -0.4425 3.8419 -3.6384
H -2.0157 3.9246 -2.7889
H -1.8119 2.8453 -4.1877
*
```

Löwdin atomic charge list, values in e, 2 entries: 0.219 -0.519